Here is a cluster of 15 separate species, C20H24Cl42FNO4 in total at a distorted geometry from OMol25. Energies are from ωB97M-V with the def2-TZVPD basis set.

Each line ends with the Löwdin charge.
Geometry (Å):
1 C -1.32142 4.09302 -3.62440  -0.211
2 O -1.43172 2.72956 -4.00969  -0.180
3 C -0.90956 1.82542 -3.04656  -0.194
4 C 0.56372 1.49914 -3.29712  -0.151
5 O 1.40175 2.23864 -2.39984  -0.114
6 C 2.66284 2.61813 -2.91483  -0.115
7 C 2.54442 4.05463 -3.42456  -0.365
8 O 2.66790 4.98922 -2.68836  0.099
9 N 2.15036 4.31481 -4.79815  0.183
10 C 2.36420 3.39087 -5.80797  -0.574
11 O 1.64917 3.12765 -6.70786  0.107
12 F 3.61852 2.89514 -5.72860  0.121
13 H -0.34029 4.31233 -3.17382  0.014
14 H -1.44467 4.70338 -4.52669  0.057
15 H -2.09569 4.35963 -2.88819  0.098
16 H -1.01821 2.23589 -2.03141  0.137
17 H -1.48301 0.89258 -3.11216  0.056
18 H 0.76230 0.42485 -3.16911  0.123
19 H 0.78663 1.75663 -4.34474  0.124
20 H 3.03327 1.91233 -3.66641  0.126
21 H 3.38100 2.64193 -2.08438  0.143
22 H 1.16965 4.60460 -4.84078  0.117
23 C 1.07306 7.20400 -4.42344  -1.529
24 Cl -0.30819 6.59737 -3.51159  0.666
25 Cl 0.64737 7.40427 -6.12444  0.552
26 Cl 1.67618 8.70910 -3.73829  0.548
27 H 1.86646 6.46838 -4.36031  -0.053
28 C -3.44586 -2.01958 -3.33122  -1.520
29 Cl -4.43685 -2.66145 -2.03194  0.521
30 Cl -1.82183 -1.63615 -2.75882  0.569
31 Cl -3.37549 -3.14638 -4.69398  0.558
32 H -3.90200 -1.10329 -3.68462  0.018
33 C -2.06643 -5.91040 -2.55187  -1.556
34 Cl -3.16295 -6.76005 -1.45992  0.506
35 Cl -0.61135 -5.40337 -1.69100  0.503
36 Cl -1.67836 -6.89064 -3.96054  0.540
37 H -2.57397 -5.01930 -2.89710  -0.066
38 C -0.04829 -5.83586 2.81041  -1.536
39 Cl -0.67707 -6.46284 4.34179  0.533
40 Cl -1.05485 -6.32003 1.45665  0.525
41 Cl 0.09679 -4.07835 2.89593  0.511
42 H 0.94144 -6.24954 2.66628  0.015
43 C 0.41979 1.04042 5.35012  -1.563
44 Cl -0.65781 2.36563 4.92171  0.536
45 Cl 0.32120 -0.26793 4.17536  0.492
46 Cl 2.08389 1.60917 5.51728  0.520
47 H 0.10570 0.64680 6.30869  -0.011
48 C -0.93329 -3.72739 6.90993  -1.569
49 Cl -2.40160 -4.68679 7.08541  0.527
50 Cl -1.31611 -2.00402 6.89726  0.531
51 Cl 0.22260 -4.10797 8.18492  0.503
52 H -0.48200 -3.97230 5.95523  -0.066
53 C -7.33373 -7.04797 -2.10577  -1.555
54 Cl -6.68040 -8.59201 -2.65160  0.526
55 Cl -7.41798 -6.98755 -0.34413  0.522
56 Cl -6.37852 -5.70502 -2.72889  0.497
57 H -8.33980 -6.95365 -2.49230  0.010
58 C 3.83911 -3.36258 5.41688  -1.502
59 Cl 2.37851 -4.34591 5.53765  0.521
60 Cl 3.40787 -1.64488 5.44041  0.492
61 Cl 4.96645 -3.78031 6.69946  0.508
62 H 4.31218 -3.57314 4.46692  0.018
63 C 2.85212 6.60798 -9.44487  -1.553
64 Cl 2.84549 6.34866 -11.18996  0.529
65 Cl 2.16881 5.22426 -8.59701  0.572
66 Cl 4.48265 6.95611 -8.86474  0.524
67 H 2.23652 7.47315 -9.23499  0.003
68 C 7.16049 -0.32361 8.38155  -1.549
69 Cl 7.74003 1.28120 7.93128  0.527
70 Cl 5.63147 -0.69553 7.59234  0.489
71 Cl 8.36831 -1.55633 8.00593  0.521
72 H 7.00196 -0.33096 9.45196  0.011
73 C -5.23843 -0.33006 1.22488  -1.543
74 Cl -6.31535 -1.69066 0.91391  0.504
75 Cl -3.86379 -0.83061 2.20806  0.531
76 Cl -4.69056 0.39164 -0.29111  0.505
77 H -5.78959 0.42238 1.77327  0.013
78 C 4.50985 -5.82472 10.50153  -1.551
79 Cl 5.18721 -4.23048 10.17027  0.507
80 Cl 2.96396 -6.02911 9.67717  0.514
81 Cl 5.64098 -7.09547 10.03918  0.529
82 H 4.33676 -5.90086 11.56674  0.011
83 C 5.67482 8.16921 -2.80510  -1.552
84 Cl 6.58029 7.34443 -1.53799  0.532
85 Cl 6.73250 9.19105 -3.77644  0.529
86 Cl 4.81514 7.01216 -3.82002  0.547
87 H 4.93756 8.80438 -2.33109  0.007
88 C -10.49372 -1.55384 0.62056  -1.559
89 Cl -9.83585 -3.06571 -0.00787  0.512
90 Cl -10.39272 -1.51001 2.38014  0.524
91 Cl -9.67392 -0.16424 -0.09105  0.514
92 H -11.53802 -1.50328 0.34262  0.009

The value obtained for the HOMO-LUMO gap is 10.148 eV. The highest occupied orbital energy comes out at -9.96 eV. The LUMO energy comes out at 0.2 eV.